# 1
{"formula": "C16H14N2O2PdS3Sb", "method": "ωB97M-V/def2-TZVPD", "s_squared": 8.784, "energy_ha": -2440.66946, "lumo_energy_ev": [0.2, -2.7], "spin_multiplicity": 6, "orbital_gap_ev": [8.1057, 5.1227], "homo_energy_ev": [-7.9189, -7.7800], "symbols": ["Pd", "O", "C", "C", "C", "C", "C", "C", "C", "N", "C", "C", "N", "C", "C", "C", "C", "C", "C", "C", "O", "H", "H", "H", "H", "H", "H", "H", "H", "H", "H", "H", "H", "H", "H", "S", "Sb", "S", "S"], "positions_angstrom": [[-0.2168, -0.2654, -1.0070], [-1.8335, 0.8381, -1.7439], [-2.2678, 1.8494, -1.0179], [-3.6513, 2.0375, -0.8601], [-4.1541, 3.1005, -0.1411], [-3.3044, 4.0346, 0.4610], [-1.9460, 3.8697, 0.3132], [-1.4091, 2.7963, -0.4113], [0.0420, 2.7457, -0.5291], [0.7227, 1.8238, -1.0854], [2.1807, 1.9467, -1.1010], [2.7759, 0.5790, -1.4092], [2.0819, -0.3793, -0.5835], [2.6621, -1.2202, 0.1561], [1.8928, -2.1118, 1.0299], [2.4378, -3.3267, 1.4349], [1.7187, -4.2028, 2.2302], [0.4360, -3.8474, 2.6425], [-0.1200, -2.6398, 2.2594], [0.5977, -1.7362, 1.4562], [0.0701, -0.5642, 1.1566], [-4.3065, 1.3154, -1.3306], [-5.2276, 3.2102, -0.0395], [-3.7045, 4.8653, 1.0259], [-1.2616, 4.5821, 0.7636], [0.5728, 3.6015, -0.0951], [2.5417, 2.3103, -0.1351], [2.4950, 2.6554, -1.8700], [3.8600, 0.5716, -1.2623], [2.5632, 0.3247, -2.4499], [3.7539, -1.3126, 0.1588], [3.4376, -3.5891, 1.1043], [2.1488, -5.1497, 2.5275], [-0.1341, -4.5232, 3.2685], [-1.1083, -2.3417, 2.5874], [-2.1441, -4.4556, -2.9568], [-0.5994, -3.5864, -1.3993], [-2.0542, -1.8944, -0.4533], [0.4522, -1.9111, -2.6946]], "forces_ev_per_a": [[0.552, 0.726, 0.341], [-0.402, 0.116, 0.413], [0.294, -0.338, -0.397], [-0.208, 0.058, 0.013], [-0.001, -0.014, -0.009], [0.018, -0.087, -0.053], [-0.022, 0.045, 0.032], [0.452, 0.140, 0.093], [-0.324, 0.148, -0.054], [0.130, -0.177, 0.097], [-0.089, 0.004, -0.052], [-0.086, -0.073, 0.014], [-0.048, -0.061, -0.206], [-0.128, -0.232, 0.280], [0.307, 0.095, -0.240], [0.008, -0.122, 0.050], [0.059, 0.026, -0.033], [-0.048, 0.074, -0.034], [0.008, -0.136, 0.129], [-0.225, 0.447, -0.054], [-0.067, -0.317, -0.191], [0.000, 0.018, 0.015], [0.019, -0.006, -0.006], [0.002, -0.014, -0.005], [-0.023, -0.021, -0.016], [-0.042, 0.024, -0.011], [0.006, -0.015, 0.042], [-0.049, 0.038, -0.019], [0.014, -0.020, 0.057], [0.006, -0.006, -0.043], [-0.001, 0.018, 0.029], [-0.023, 0.003, 0.014], [-0.008, 0.012, -0.002], [0.003, 0.015, -0.014], [0.015, -0.019, 0.001], [-0.074, -0.057, -0.043], [0.000, -0.169, 0.092], [-0.069, -0.122, -0.034], [0.044, 0.001, -0.198]]}


# 2
{"formula": "C16H14N2O6S", "method": "ωB97M-V/def2-TZVPD", "energy_ha": -1577.26061, "lumo_energy_ev": 0.5, "orbital_gap_ev": 8.6097, "homo_energy_ev": -8.1194, "symbols": ["C", "N", "C", "O", "O", "C", "C", "C", "S", "O", "O", "N", "C", "C", "C", "C", "C", "C", "O", "C", "C", "O", "C", "C", "C", "H", "H", "H", "H", "H", "H", "H", "H", "H", "H", "H", "H", "H", "H"], "positions_angstrom": [[-1.2188, 1.2195, 5.6621], [-0.1890, 0.9561, 4.6953], [1.0577, 1.5519, 4.7263], [1.4481, 2.3477, 5.5283], [1.7836, 1.0772, 3.6731], [1.0045, 0.1939, 2.9892], [1.3022, -0.5364, 1.8613], [0.2920, -1.3575, 1.3843], [0.6314, -2.3432, -0.0701], [-0.5858, -2.9484, -0.5182], [1.7679, -3.1748, 0.1861], [1.1850, -1.1922, -1.1565], [0.3314, -0.4286, -1.9521], [-0.9184, -0.0481, -1.4730], [-1.7562, 0.7139, -2.2626], [-1.3608, 1.1329, -3.5257], [-0.0882, 0.7895, -3.9910], [0.7409, -0.0023, -3.2086], [0.3817, 1.2072, -5.2079], [-0.3902, 2.2397, -5.7824], [-1.8791, 1.9247, -5.6449], [-2.2390, 1.8704, -4.2828], [-0.9458, -1.4611, 1.9945], [-1.2432, -0.7262, 3.1331], [-0.2491, 0.1041, 3.6203], [-2.1034, 1.6306, 5.1733], [-1.4887, 0.3034, 6.1897], [-0.8220, 1.9455, 6.3703], [2.2577, -0.4883, 1.3699], [2.0534, -1.4656, -1.5893], [-1.2381, -0.3711, -0.4974], [-2.7363, 0.9987, -1.9162], [1.7102, -0.2689, -3.5995], [-0.0915, 2.3032, -6.8296], [-0.1751, 3.1916, -5.2780], [-2.4930, 2.7046, -6.0974], [-2.0896, 0.9607, -6.1280], [-1.6710, -2.1285, 1.5564], [-2.2034, -0.8006, 3.6163]], "forces_ev_per_a": [[-0.126, 0.067, 0.160], [0.303, -0.037, -0.237], [-0.440, 0.324, 0.674], [0.244, 0.034, -0.097], [0.448, 0.052, -0.188], [-0.780, -0.585, -0.280], [0.204, 0.457, 0.526], [-0.172, -0.421, -0.504], [0.223, 0.174, -0.095], [-0.075, 0.333, 0.118], [0.250, 0.191, 0.027], [0.190, -0.773, 0.624], [-0.660, 0.536, -0.378], [-0.002, 0.062, -0.131], [0.145, 0.066, -0.240], [0.069, -0.088, -0.042], [-0.130, 0.087, 0.126], [-0.069, -0.023, 0.113], [0.100, -0.341, 0.258], [-0.516, 0.280, -0.085], [0.388, 0.012, -0.376], [0.029, -0.010, 0.360], [0.017, -0.182, -0.236], [0.217, 0.232, 0.214], [0.274, -0.253, -0.490], [0.005, 0.005, 0.035], [-0.008, 0.031, 0.013], [-0.066, -0.060, -0.039], [0.194, 0.090, -0.048], [0.113, -0.213, 0.126], [-0.138, 0.057, 0.062], [-0.142, 0.027, 0.046], [0.161, -0.037, -0.075], [-0.062, 0.037, 0.083], [0.007, -0.091, -0.076], [0.081, -0.077, -0.021], [-0.015, 0.101, 0.034], [-0.141, -0.043, -0.006], [-0.123, -0.020, 0.045]]}


# 3
{"formula": "C16H14N4O5S", "method": "ωB97M-V/def2-TZVPD", "energy_ha": -1611.37633, "lumo_energy_ev": -0.9, "orbital_gap_ev": 6.4582, "homo_energy_ev": -7.3766, "symbols": ["C", "O", "C", "C", "C", "N", "O", "O", "C", "C", "C", "N", "C", "O", "C", "C", "S", "C", "N", "C", "C", "C", "C", "N", "C", "O", "H", "H", "H", "H", "H", "H", "H", "H", "H", "H", "H", "H", "H", "H"], "positions_angstrom": [[1.2910, -2.3993, -1.6001], [0.1944, -2.2904, -2.5077], [-1.0277, -2.0760, -1.8859], [-1.7962, -3.2368, -1.6265], [-3.0785, -3.1762, -1.0603], [-3.7492, -4.3477, -0.7001], [-3.0730, -5.3757, -0.5395], [-4.9696, -4.2805, -0.5850], [-3.5745, -1.8805, -0.7708], [-2.8056, -0.7258, -0.9168], [-1.5356, -0.8208, -1.4868], [-0.7999, 0.3883, -1.6161], [-0.0354, 0.7911, -2.7059], [0.0440, 0.2120, -3.9522], [0.5588, 1.9702, -2.3417], [0.2402, 2.2751, -0.9736], [0.7751, 3.7184, -0.1022], [1.1839, 3.1444, 1.5107], [0.2242, 2.6532, 2.3205], [0.5927, 2.1891, 3.5158], [1.9536, 2.0817, 3.8330], [2.8496, 2.5151, 2.9086], [4.2840, 2.2856, 3.1882], [2.4822, 3.1011, 1.7854], [-0.6222, 1.2987, -0.5775], [-1.2427, 1.2285, 0.6606], [1.1921, -3.2555, -0.9665], [1.3765, -1.5195, -0.9485], [2.2126, -2.5123, -2.2105], [-1.4500, -4.2322, -1.8603], [-4.5758, -1.7672, -0.3061], [-3.1866, 0.2456, -0.5940], [-0.4547, -0.6202, -3.9349], [1.2066, 2.5484, -2.9697], [-0.1444, 1.8012, 4.1785], [2.2700, 1.6141, 4.7323], [4.4129, 1.2126, 3.4554], [4.9323, 2.5354, 2.3233], [4.6321, 2.8477, 4.0366], [-0.7873, 1.8592, 1.2904]], "forces_ev_per_a": [[0.885, 0.661, -0.451], [-0.608, 0.619, 0.323], [-0.650, -1.262, 0.393], [-0.581, 0.319, 0.123], [2.335, 3.817, -0.663], [-1.119, -2.293, 0.291], [-0.912, 1.173, -0.157], [0.814, -0.231, 0.108], [-1.019, -0.264, 1.016], [-0.343, -1.104, -0.283], [0.414, 0.203, -0.154], [-0.332, -1.265, 0.306], [0.734, 1.614, -0.051], [-0.798, -0.114, 1.215], [0.662, -0.369, -0.381], [-0.293, -0.602, -0.415], [-0.586, 0.541, -0.734], [0.359, -1.424, 0.717], [0.093, 0.660, -0.047], [1.866, -0.068, -0.745], [-2.409, -0.065, 0.180], [0.857, 0.350, 0.131], [1.141, -0.816, -0.802], [-0.147, 0.362, -0.692], [-0.193, 1.136, 1.819], [0.163, -0.873, -1.650], [-0.228, -0.742, 0.349], [-0.021, 0.017, -0.291], [-0.696, 0.186, 0.367], [0.494, 0.115, -0.138], [0.772, -0.275, -0.436], [0.147, -0.425, -0.192], [0.344, 0.096, -0.126], [0.116, 0.084, -0.186], [-0.689, -0.105, 0.265], [0.176, -0.244, 0.659], [0.082, 0.642, -0.257], [-0.514, -0.204, 0.486], [0.049, 0.370, 0.422], [-0.367, -0.221, -0.321]]}


# 4
{"formula": "C16H15Br2N3O3PdS", "method": "ωB97M-V/def2-TZVPD", "s_squared": 2.005, "energy_ha": -6682.80952, "lumo_energy_ev": [-0.2, -1.2], "spin_multiplicity": 3, "orbital_gap_ev": [7.2492, 6.2773], "homo_energy_ev": [-7.4743, -7.4485], "symbols": ["Pd", "C", "C", "C", "C", "C", "C", "Br", "C", "C", "Br", "C", "O", "C", "N", "H", "H", "H", "H", "H", "H", "N", "C", "C", "C", "O", "O", "H", "H", "H", "H", "H", "H", "S", "C", "C", "N", "C", "H", "H", "H"], "positions_angstrom": [[-0.2647, 0.0560, -0.0001], [-2.3060, 2.9335, -0.2918], [-0.8528, 3.2896, -0.1797], [-0.4640, 4.6410, -0.0888], [0.8579, 4.9570, 0.0315], [1.8300, 3.9366, 0.0505], [3.2206, 4.1606, 0.1641], [3.9058, 5.9211, 0.3260], [4.0902, 3.1047, 0.1642], [3.6209, 1.7938, 0.0493], [4.8686, 0.3795, 0.0557], [2.2673, 1.4780, -0.0711], [1.8318, 0.2747, -0.1867], [1.3669, 2.6049, -0.0567], [0.0354, 2.3180, -0.1580], [-2.9077, 3.8143, -0.5062], [-2.6669, 2.5042, 0.6462], [-2.4611, 2.2049, -1.0867], [-1.2229, 5.4106, -0.1167], [1.1780, 5.9872, 0.1071], [5.1543, 3.2720, 0.2540], [-2.5107, -0.3306, -0.0895], [-2.8722, -1.7072, 0.3171], [-2.1744, -2.7428, -0.5503], [-0.7485, -3.0688, -0.0897], [-0.4365, -4.2389, 0.0561], [0.0392, -2.0702, 0.1272], [-3.0129, 0.3371, 0.4844], [-2.8315, -0.1783, -1.0417], [-3.9561, -1.8397, 0.2594], [-2.5780, -1.8252, 1.3616], [-2.1489, -2.3968, -1.5900], [-2.7386, -3.6733, -0.5381], [0.6758, -0.8123, 4.4000], [-0.2028, 0.6560, 4.4036], [-0.5587, 0.9783, 3.1370], [-0.1476, 0.0799, 2.1879], [0.5216, -0.9130, 2.7126], [-0.4032, 1.2013, 5.3096], [-1.0964, 1.8646, 2.8357], [0.9142, -1.7235, 2.1118]], "forces_ev_per_a": [[-0.020, -0.100, -0.020], [-0.012, -0.025, 0.006], [0.067, -0.018, -0.004], [0.061, -0.024, 0.005], [-0.065, 0.016, -0.004], [0.073, 0.034, 0.002], [0.028, -0.075, 0.002], [0.000, 0.011, -0.003], [-0.063, 0.074, -0.003], [-0.033, -0.073, -0.012], [-0.019, 0.001, 0.001], [0.113, -0.011, 0.044], [-0.047, 0.004, 0.018], [-0.068, 0.032, 0.001], [-0.093, -0.029, 0.009], [-0.002, 0.002, -0.004], [-0.008, 0.012, 0.002], [0.001, 0.007, -0.002], [0.012, 0.022, 0.004], [-0.022, 0.011, -0.002], [0.002, 0.020, 0.000], [0.053, 0.014, -0.042], [-0.018, 0.010, -0.008], [-0.013, -0.034, 0.011], [0.002, -0.054, -0.093], [-0.010, 0.010, 0.042], [-0.056, 0.188, 0.000], [0.041, 0.017, 0.011], [-0.008, -0.013, 0.005], [0.006, 0.007, 0.008], [0.005, -0.008, -0.005], [0.018, 0.009, 0.007], [0.008, 0.000, 0.005], [0.013, 0.023, 0.003], [-0.009, -0.008, -0.012], [0.028, 0.093, -0.005], [0.066, -0.162, 0.016], [-0.030, 0.021, 0.032], [-0.001, 0.002, 0.004], [-0.011, -0.004, -0.005], [0.010, -0.003, -0.019]]}


# 5
{"formula": "C16H15Cl2F3N4O4S", "method": "ωB97M-V/def2-TZVPD", "energy_ha": -2756.86632, "lumo_energy_ev": 0.2, "orbital_gap_ev": 8.8694, "homo_energy_ev": -8.6534, "symbols": ["O", "C", "C", "O", "N", "S", "O", "O", "C", "C", "C", "C", "Cl", "C", "C", "N", "C", "C", "N", "C", "N", "C", "C", "C", "F", "F", "F", "C", "C", "Cl", "H", "H", "H", "H", "H", "H", "H", "H", "H", "H", "H", "H", "H", "H", "H"], "positions_angstrom": [[3.6415, 0.3941, 1.2208], [2.6315, 0.9943, 0.9136], [2.0287, 0.9068, -0.4904], [0.6557, 0.5230, -0.4954], [-0.1929, 1.5813, -0.0819], [-0.7544, 2.4019, -1.4767], [0.4146, 2.9486, -2.0925], [-1.7744, 3.2830, -0.9980], [-1.4505, 1.1154, -2.4932], [-2.7919, 0.8190, -2.3549], [-3.3415, -0.1967, -3.1164], [-2.5260, -0.9016, -3.9935], [-3.1997, -2.1717, -4.9320], [-1.1764, -0.5980, -4.1267], [-0.6358, 0.4239, -3.3672], [1.9619, 1.8088, 1.7529], [2.2948, 1.8629, 3.1556], [1.5383, 0.7811, 3.9518], [1.7550, -0.5203, 3.3722], [0.9134, -1.0301, 2.4532], [-0.3165, -0.5211, 2.3632], [-1.1687, -1.0164, 1.4869], [-0.8441, -2.0349, 0.6082], [-1.8051, -2.5264, -0.4222], [-1.2609, -2.5689, -1.6536], [-2.2492, -3.7727, -0.1766], [-2.8997, -1.7530, -0.5230], [0.4318, -2.6073, 0.6930], [1.3043, -2.1223, 1.6323], [2.8812, -2.7945, 1.7976], [2.5316, 0.1087, -1.0395], [2.1524, 1.8585, -1.0192], [-0.9511, 1.1724, 0.4522], [-3.3896, 1.3936, -1.6655], [-4.3855, -0.4496, -3.0258], [-0.5628, -1.1600, -4.8121], [0.4032, 0.6984, -3.4482], [1.0742, 2.1841, 1.4455], [2.0563, 2.8522, 3.5473], [3.3713, 1.6872, 3.2337], [0.4640, 0.9693, 3.9277], [1.8901, 0.7766, 4.9859], [2.7197, -0.8190, 3.2904], [-2.1555, -0.5713, 1.4902], [0.7167, -3.4095, 0.0302]], "forces_ev_per_a": [[0.372, -0.206, -0.057], [-0.318, 0.145, -0.410], [0.356, 0.155, 0.016], [-0.460, -0.035, 0.111], [0.356, 0.496, -0.839], [-0.054, -0.039, 0.390], [0.016, -0.376, -0.202], [-0.218, -0.340, 0.070], [0.279, 0.578, 0.380], [-0.132, -0.004, -0.028], [0.122, -0.034, -0.084], [0.126, 0.373, 0.228], [-0.119, -0.245, -0.160], [-0.095, 0.039, 0.043], [0.084, -0.097, -0.132], [-0.237, 0.240, 0.207], [0.027, -0.262, 0.228], [0.095, 0.398, -0.003], [0.449, -0.179, 0.188], [-0.285, -0.376, -0.190], [0.201, 0.233, 0.309], [-0.035, -0.499, -0.407], [-0.044, 0.032, -0.002], [-0.209, -0.085, -0.133], [0.259, 0.003, -0.037], [0.069, -0.174, 0.151], [-0.083, 0.190, 0.218], [-0.218, 0.337, 0.248], [-0.228, 0.065, -0.210], [0.125, -0.122, 0.030], [-0.001, 0.107, 0.143], [0.048, -0.176, 0.064], [-0.131, -0.166, -0.037], [-0.158, 0.028, 0.055], [-0.085, -0.035, -0.013], [0.041, -0.053, -0.071], [0.132, -0.026, -0.078], [0.150, -0.033, -0.050], [0.067, -0.010, 0.021], [-0.123, 0.137, 0.074], [0.155, 0.041, 0.151], [-0.099, 0.047, -0.012], [-0.172, 0.042, -0.044], [-0.127, -0.025, -0.096], [0.101, -0.088, -0.030]]}